DFT (ωB97M-V/def2-TZVPD) results for a cluster of 2 separate species, C2H7N2O3S in total.

The geometry in XYZ format:
```
15
Properties=species:S:1:pos:R:3
C -2.192 -1.268 -0.193
C -1.224 -0.288 0.418
N -0.409 1.809 0.882
N -1.399 1.024 0.389
O 2.226 0.894 0.808
O 1.881 -0.244 -1.451
O 3.962 -0.583 0.013
S 2.526 -0.410 0.200
H -2.595 -0.654 -1.094
H -3.005 -1.451 0.402
H -1.688 -2.158 -0.572
H -0.464 -0.835 0.969
H -0.659 2.806 0.461
H 0.567 1.439 0.938
H 2.473 -0.080 -2.168
```

E_tot (eV): -22145.1896
Gap between HOMO and LUMO (Ha): 0.30543
Net charge: -1
ΔE to the lowest compared entry with this formula, charge and spin (eV): 0.7441
Maximum force (Eh/bohr): 0.0940
Highest occupied orbital energy (eV): -4.3959